#one
Here is a cluster of 2 separate species, CH3ClO3S in total from the OMol25 dataset. Energies are from ωB97M-V with the def2-TZVPD basis set.

```
! wB97M-V def2-TZVPD RIJCOSX def2/J DEFGRID3
* xyz 0 1
O 1.7373 1.2143 -0.4170
H 1.9080 1.3987 -1.3330
H -0.7427 -0.2369 -0.7506
O -0.0769 -0.3570 1.0850
C -0.9607 -0.5818 0.3150
Cl 4.4369 0.0095 0.1300
H -1.9558 -1.0820 0.5312
O 1.9527 -1.2040 -0.6826
S 2.2092 -0.1561 0.2847
*
```

The calculation puts the molar mass at 130.552 g mol⁻¹. For the HOMO energy, the calculation gives -10.334 eV. For the HOMO-LUMO gap, the calculation gives 0.378 Ha.

#two
Here is a cluster of 2 separate species, CH3ClO3S in total from the OMol25 dataset. Energies are from ωB97M-V with the def2-TZVPD basis set.

```
! wB97M-V def2-TZVPD RIJCOSX def2/J DEFGRID3
* xyz 0 1
C 0.6270 -0.2662 0.3549
O -2.1269 -2.6766 -0.8003
H 1.2802 -0.8508 -0.1632
Cl 0.4531 -3.8146 -0.1261
O 0.4008 0.7393 -0.2019
O -0.4274 -2.0299 -2.3471
H 0.2853 -1.5122 -2.5527
S -0.7965 -2.1089 -0.7329
H 0.1645 -0.4598 1.2976
*
```

The calculation puts the molar mass at 130.552 g mol⁻¹. For the HOMO energy, the calculation gives -10.669 eV. For the HOMO-LUMO gap, the calculation gives 0.367 Ha.

Pick #one: it beats the second-best structure by 17.2 kcal/mol.

#one
Here is a structure of composition C6H14Si from the OMol25 dataset. Energies are from ωB97M-V with the def2-TZVPD basis set.

```
! wB97M-V def2-TZVPD RIJCOSX def2/J DEFGRID3
* xyz 0 1
H -0.2826 -0.6131 -2.5974
H -0.2127 1.9496 1.8134
H 1.6791 0.2378 -1.7975
H 2.1488 0.3945 0.9830
H 2.1448 -1.1278 0.1166
C 1.2887 0.7930 -0.9411
C 1.5897 -0.1422 0.2921
H -1.7761 1.0047 2.2224
H 1.7036 1.8396 -0.9095
H -0.1838 0.6644 3.1251
H -0.9639 0.9450 -2.9854
Si -0.2314 -0.1903 0.7533
C -0.6108 -2.0162 0.8517
H -1.5787 -2.3526 1.1375
H -1.9021 -0.2122 -2.0053
H -0.7393 1.7905 -0.7403
H -0.2513 -2.5788 -0.0276
C -0.6933 1.0200 2.1125
C -0.9300 0.2078 -2.1619
H 0.0381 -2.3794 1.7281
C -0.2369 0.7656 -0.9699
*
```

The calculation puts the molar mass at 114.264 g mol⁻¹. For the HOMO energy, the calculation gives -8.786 eV. For the HOMO-LUMO gap, the calculation gives 0.355 Ha.

#two
Here is an isolated molecule of C6H14Si from the OMol25 dataset. Energies are from ωB97M-V with the def2-TZVPD basis set.

```
! wB97M-V def2-TZVPD RIJCOSX def2/J DEFGRID3
* xyz 0 1
H -3.7262 -0.3344 0.3673
H -0.1395 1.2793 2.3712
H -3.4111 1.1985 0.9115
H -2.6609 -0.1804 2.0108
C -2.8828 0.1877 0.8986
C 1.4742 -0.1335 0.5786
H 1.5132 0.8928 -1.2706
H 0.5708 -1.5492 1.7567
Si -0.0709 0.9952 0.7550
H 2.8818 -0.3718 -1.0648
H 2.3674 0.4913 1.0941
C -1.5395 -0.4997 -1.0746
C 1.8101 -0.0810 -0.8731
H -0.7545 -0.3647 -1.8395
H 2.3266 -1.8069 1.5815
H 1.2725 -2.3542 0.3495
C 1.4395 -1.5506 1.0691
H 0.1045 2.3149 -0.0940
H 1.1781 -0.8390 -1.3558
H -2.4109 -0.8208 -1.5424
C -1.6623 0.2773 0.0085
*
```

The calculation puts the molar mass at 114.264 g mol⁻¹. For the HOMO energy, the calculation gives -9.632 eV. For the HOMO-LUMO gap, the calculation gives 0.388 Ha.

Pick #one: it beats the second-best structure by 38.4 kcal/mol.

#one
Here is a structure of composition C3H11NO4 from the OMol25 dataset. Energies are from ωB97M-V with the def2-TZVPD basis set.

```
! wB97M-V def2-TZVPD RIJCOSX def2/J DEFGRID3
* xyz 0 1
O 1.0508 0.9795 -2.1199
H -0.7778 1.3281 2.6748
N 0.3566 -1.2066 0.4118
H -3.1475 1.1882 0.3543
H -1.4395 0.4274 1.5398
C 0.8187 0.7473 -0.9536
H -1.7285 0.8539 -0.3033
O -0.4300 0.5672 2.0240
C 0.0373 -2.4478 -0.4477
C 1.5190 -0.4899 -0.1375
H 2.3797 -1.0611 -0.4646
O -2.4768 0.5236 0.4734
H -0.7238 -2.1701 -1.0804
O 0.0674 1.3923 -0.2136
H -0.3084 -3.2509 0.2305
H 1.8516 0.1337 0.6612
H 0.8567 -3.0435 -0.9016
H -0.0189 1.0199 0.9638
H 0.6186 -1.5373 1.3634
*
```

The calculation puts the molar mass at 125.124 g mol⁻¹. For the HOMO energy, the calculation gives -8.689 eV. For the HOMO-LUMO gap, the calculation gives 0.323 Ha.

#two
Here is a structure of composition C3H11NO4 from the OMol25 dataset. Energies are from ωB97M-V with the def2-TZVPD basis set.

```
! wB97M-V def2-TZVPD RIJCOSX def2/J DEFGRID3
* xyz 0 1
O -2.0831 1.6361 0.4094
C -0.6825 -1.0128 -0.8029
H -2.6319 1.0796 0.9353
H 0.9317 1.1180 0.1283
O -0.6300 -2.1543 -1.1461
H 0.5771 0.7989 1.7035
H 1.7287 1.1483 -2.4304
H 2.1827 -0.9091 0.5635
O -1.2345 -0.0588 -1.4320
N 0.2363 0.8111 0.7910
O 1.1074 1.3650 -1.7225
C -0.0144 -0.6730 0.5557
H 1.3525 -1.7543 1.8456
H -0.6959 -0.8876 1.3596
H -1.9876 1.0668 -0.4896
H 1.1579 -2.4406 0.2658
H -0.8148 1.4168 0.6350
H 0.2452 0.9201 -1.9762
C 1.2552 -1.4702 0.8069
*
```

The calculation puts the molar mass at 125.124 g mol⁻¹. For the HOMO energy, the calculation gives -9.350 eV. For the HOMO-LUMO gap, the calculation gives 0.356 Ha.

Pick #two: it beats the second-best structure by 50.4 kcal/mol.

#one
Here is a cluster of 3 separate species, C3H11NO4 in total from the OMol25 dataset. Energies are from ωB97M-V with the def2-TZVPD basis set.

```
! wB97M-V def2-TZVPD RIJCOSX def2/J DEFGRID3
* xyz 0 1
H 3.2839 -0.8034 -1.3269
H -0.2827 0.8322 -2.7057
H -0.4700 -0.8717 -1.8381
C -1.3648 -0.5399 1.2836
H 0.6034 0.3906 -1.0859
O 2.1250 0.9273 1.0107
H -2.9967 -0.4030 -0.1401
N -1.4897 0.6944 -0.9869
C -0.3244 0.2859 -1.6976
C -1.9921 0.0038 0.0671
O -0.2832 -1.5049 1.0914
H -1.6486 1.7726 -0.8862
O -0.8365 0.3604 2.3233
H 2.3185 0.1914 0.3263
H 0.2415 -1.3327 0.2296
H 0.0666 0.1247 2.2920
H 2.7668 1.5984 1.0222
H -2.1716 -1.0246 1.8561
O 2.4544 -0.7014 -0.8349
*
```

The calculation puts the molar mass at 125.124 g mol⁻¹. For the HOMO energy, the calculation gives -7.647 eV. For the HOMO-LUMO gap, the calculation gives 0.137 Ha.

#two
Here is a cluster of 3 separate species, C3H11NO4 in total from the OMol25 dataset. Energies are from ωB97M-V with the def2-TZVPD basis set.

```
! wB97M-V def2-TZVPD RIJCOSX def2/J DEFGRID3
* xyz 0 1
H -0.0176 1.6011 2.4024
O 0.5521 2.1963 0.6999
O -1.7411 -1.6181 -1.8044
C -0.1645 -0.1003 0.8801
C -0.3913 1.3073 1.4154
H 1.8414 -2.4716 0.0735
H -1.0597 -2.2817 -0.0785
N -0.9188 -0.2280 -0.3884
O -0.0148 1.7156 -2.2525
H 1.5152 -2.5340 1.5719
O 2.1009 -2.8899 0.9509
H 0.1835 2.6451 -2.6929
H -1.0909 0.6026 -0.9583
H 1.1644 1.6435 0.0997
H 0.9862 -0.2205 0.9325
H -1.3493 1.7225 1.2648
C -1.1689 -1.5363 -0.7364
H -0.3098 -0.7388 1.7791
H -0.1172 1.1852 -3.1589
*
```

The calculation puts the molar mass at 125.124 g mol⁻¹. For the HOMO energy, the calculation gives -9.651 eV. For the HOMO-LUMO gap, the calculation gives 0.368 Ha.

Pick #two: it beats the second-best structure by 105.9 kcal/mol.